Molecular formula: C25H45N2O6S
Method: DFT, ωB97M-V/def2-TZVPD

Geometry (Å):
C 6.134 1.363 -0.878
C 6.766 2.597 -1.645
C 5.722 3.328 -2.581
C 4.696 4.226 -1.751
C 3.210 3.730 -1.870
C 2.347 4.499 -2.952
C 1.378 3.569 -3.770
C 0.073 3.126 -2.989
C 0.438 1.985 -1.996
C 0.528 2.100 -0.550
C 0.204 3.463 0.180
C -0.900 3.140 1.268
C -1.881 4.335 1.613
S -1.296 6.008 1.123
N 0.889 1.030 0.239
C 1.197 -0.222 -0.268
C 1.101 -0.442 -1.699
N 1.387 -1.766 -2.212
C 0.718 0.656 -2.577
C 0.624 0.347 -4.099
O 1.536 0.410 -4.857
O -0.604 -0.067 -4.588
H 5.538 1.713 0.004
H 6.959 0.696 -0.507
H 5.508 0.750 -1.588
H 7.257 3.287 -0.913
H 7.576 2.188 -2.313
H 6.317 4.000 -3.252
H 5.193 2.520 -3.147
H 4.770 5.312 -1.998
H 5.025 4.132 -0.675
H 2.683 3.846 -0.880
H 3.163 2.629 -2.106
H 1.782 5.324 -2.445
H 3.052 4.970 -3.691
H 1.038 4.065 -4.718
H 1.950 2.652 -4.090
H -0.505 3.968 -2.543
H -0.607 2.660 -3.761
H -0.121 4.157 -0.622
H 1.139 3.770 0.709
H -0.422 2.703 2.186
H -1.537 2.308 0.847
H -2.916 4.145 1.233
H -1.975 4.359 2.734
H -1.878 6.176 -0.119
H 0.959 1.173 1.248
H 1.494 -1.001 0.470
H 0.794 -2.402 -1.655
H 2.373 -1.954 -2.022
H -1.269 -0.030 -3.875
O -0.160 -3.577 -0.368
C -1.353 -3.487 -0.174
O -2.020 -4.526 0.325
C -3.387 -4.466 0.766
C -4.342 -4.682 -0.390
C -2.115 -2.251 -0.576
H -3.585 -3.539 1.308
H -3.510 -5.275 1.487
H -4.242 -3.901 -1.145
H -5.374 -4.692 -0.037
H -4.130 -5.631 -0.886
H -2.372 -2.317 -1.633
H -1.471 -1.384 -0.416
H -3.013 -2.077 0.012
O -3.622 -2.591 4.856
C -3.632 -3.767 5.117
O -4.347 -4.613 4.354
C -4.284 -6.045 4.452
C -5.222 -6.561 5.523
C -2.931 -4.297 6.340
H -3.255 -6.383 4.596
H -4.601 -6.429 3.481
H -4.948 -6.187 6.510
H -5.209 -7.651 5.551
H -6.242 -6.225 5.328
H -3.583 -4.181 7.205
H -2.024 -3.712 6.494
H -2.615 -5.334 6.253

Output
Orbital gap = 7.6254 eV
ΔE to the lowest compared entry with this formula, charge and spin = 143.7 kJ/mol
HOMO = -11.8 eV
Lowest unoccupied orbital energy = -4.223 eV
Total charge = +1
DFT total energy = -52748.3727 eV

=====

Molecular formula: Cl3Hg5O28S4
Method: DFT, ωB97M-V/def2-TZVPD

Geometry (Å):
Hg 2.895 -1.360 -2.833
Hg -1.889 1.111 -0.404
Hg 2.647 0.471 2.714
Hg -1.167 -2.104 1.389
Hg 0.835 3.600 -1.159
S -0.508 -0.248 4.086
O -0.313 -1.323 5.030
O -0.756 1.058 4.681
O 0.496 -0.197 2.984
O -1.699 -0.756 3.256
S -2.558 3.793 -2.177
O -3.321 2.601 -2.528
O -2.268 4.761 -3.203
O -3.255 4.389 -1.025
O -1.309 3.151 -1.575
S -4.213 -0.768 -0.024
O -3.879 0.337 -0.974
O -2.886 -1.007 0.550
O -5.022 -0.130 1.007
O -4.849 -1.907 -0.601
S 0.874 0.081 -0.349
O 1.802 0.177 0.762
O 1.668 -0.659 -1.367
O -0.363 -0.469 0.161
O 0.322 1.368 -0.858
Cl 3.653 3.679 0.216
O 4.718 2.985 -0.430
O 4.148 4.602 1.196
O 2.906 4.451 -0.816
O 2.769 2.754 0.795
Cl -1.209 -3.605 -2.090
O -0.285 -4.703 -2.290
O -0.867 -2.617 -3.057
O -2.578 -4.051 -2.219
O -0.983 -3.040 -0.767
Cl 3.300 -3.263 0.351
O 3.594 -1.934 0.832
O 1.986 -3.266 -0.230
O 4.221 -3.889 -0.596
O 3.344 -4.074 1.563

Output
Orbital gap = 1.8080 eV
ΔE to the lowest compared entry with this formula, charge and spin = 336.8 kJ/mol
HOMO = -6.7 eV
Lowest unoccupied orbital energy = -4.929 eV
Total charge = -1
DFT total energy = -159076.3576 eV

=====

Molecular formula: C16H49ClN3O11
Method: DFT, ωB97M-V/def2-TZVPD

Geometry (Å):
Cl -15.493 -20.795 -4.065
O -15.494 -22.092 -3.491
O -16.437 -20.666 -5.211
O -15.606 -19.777 -3.101
O -14.197 -20.753 -4.793
O -18.083 -25.807 -2.922
H -18.085 -25.798 -3.879
H -17.653 -24.989 -2.675
O -12.042 -23.505 -0.511
H -12.468 -23.258 -1.332
H -12.598 -24.196 -0.150
C -24.490 -23.185 -6.342
C -23.168 -22.799 -7.023
C -22.330 -21.779 -6.293
O -23.092 -20.595 -6.184
C -22.337 -19.562 -5.506
N -22.474 -24.061 -7.046
H -25.024 -22.285 -6.039
H -24.261 -23.767 -5.449
H -25.130 -23.864 -6.905
H -23.443 -22.461 -8.022
H -21.408 -21.651 -6.860
H -21.997 -22.155 -5.325
H -22.975 -18.690 -5.365
H -21.431 -19.245 -6.022
H -22.127 -19.943 -4.507
H -23.025 -24.655 -7.649
H -22.616 -24.504 -6.150
C -9.865 -14.520 -7.881
C -11.331 -14.482 -7.335
C -12.175 -15.806 -7.330
O -12.240 -16.280 -8.704
C -13.128 -17.430 -8.937
N -11.258 -13.895 -6.029
H -9.402 -13.540 -7.766
H -9.976 -14.638 -8.959
H -9.206 -15.299 -7.497
H -11.866 -13.775 -7.969
H -13.149 -15.649 -6.866
H -11.682 -16.634 -6.822
H -13.198 -17.562 -10.017
H -14.091 -17.108 -8.540
H -12.814 -18.408 -8.571
H -10.840 -12.982 -6.138
H -12.141 -13.710 -5.574
C -17.889 -26.986 -9.176
C -17.273 -25.634 -8.684
C -17.400 -24.539 -9.675
O -16.457 -24.842 -10.704
C -16.527 -23.887 -11.763
N -17.991 -25.233 -7.505
H -18.940 -26.791 -9.394
H -17.876 -27.745 -8.394
H -17.291 -27.461 -9.954
H -16.239 -25.792 -8.378
H -16.891 -23.658 -9.284
H -18.389 -24.240 -10.022
H -17.533 -23.972 -12.175
H -15.808 -24.180 -12.528
H -16.146 -22.904 -11.485
H -17.678 -24.287 -7.341
H -18.969 -25.174 -7.751
C -17.371 -17.461 1.907
C -17.796 -16.542 0.839
O -18.448 -17.097 -0.229
H -18.109 -17.893 2.583
H -16.553 -16.999 2.460
H -16.993 -18.384 1.469
H -16.940 -16.057 0.372
H -18.433 -15.749 1.232
H -17.780 -17.338 -0.875
C -7.093 -19.394 -5.898
C -8.375 -20.226 -5.723
O -9.280 -19.665 -4.868
H -6.541 -19.189 -4.981
H -7.391 -18.451 -6.358
H -6.403 -19.853 -6.606
H -8.055 -21.189 -5.326
H -8.809 -20.466 -6.694
H -10.172 -19.882 -5.150

Output
Orbital gap = 7.9992 eV
ΔE to the lowest compared entry with this formula, charge and spin = 16.8 kJ/mol
HOMO = -5.6 eV
Lowest unoccupied orbital energy = 2.376 eV
Total charge = -1
DFT total energy = -56892.2528 eV

=====

Molecular formula: C3H8O3
Method: DFT, ωB97M-V/def2-TZVPD

Geometry (Å):
O 1.490 1.561 -0.003
C 1.156 0.211 -0.260
C -0.357 0.180 -0.500
O -1.041 1.079 0.360
C -0.974 -1.167 -0.185
O -0.824 -1.455 1.189
H 2.103 1.567 0.728
H 1.714 -0.140 -1.147
H 1.471 -0.449 0.562
H -0.530 0.483 -1.544
H -0.547 1.912 0.373
H -2.034 -1.163 -0.480
H -0.444 -1.940 -0.745
H -1.183 -0.682 1.652

Output
Orbital gap = 11.0541 eV
ΔE to the lowest compared entry with this formula, charge and spin = 116.2 kJ/mol
SMILES = OCC(O)CO
HOMO = -10.3 eV
Lowest unoccupied orbital energy = 0.730 eV
DFT total energy = -9382.5973 eV

=====

Molecular formula: C44H46BrF4N2PPtTe
Method: DFT, ωB97M-V/def2-TZVPD

Geometry (Å):
Pt 1.736 -0.116 -0.609
F 6.886 -0.912 4.454
C 5.738 -0.691 3.832
C 4.578 -0.570 4.549
F 4.625 -0.630 5.881
C 3.384 -0.366 3.890
F 2.314 -0.252 4.678
C 3.265 -0.249 2.506
P 1.623 -0.258 1.633
C 0.778 -1.761 2.283
C 0.141 -1.880 3.521
C -0.457 -3.079 3.887
C -0.428 -4.174 3.029
C 0.208 -4.067 1.801
C 0.816 -2.870 1.445
C 0.716 1.058 2.550
C 1.348 2.111 3.207
C 0.616 3.121 3.819
C -0.770 3.104 3.775
C -1.416 2.062 3.119
C -0.681 1.055 2.514
C 4.472 -0.388 1.806
Br 4.577 -0.192 -0.067
C 5.678 -0.586 2.465
F 6.832 -0.676 1.802
H 0.086 -1.034 4.192
H -0.962 -3.153 4.844
H -0.918 -5.099 3.311
H 0.213 -4.897 1.103
H 1.287 -2.766 0.477
H 2.432 2.141 3.253
H 1.133 3.920 4.339
H -1.342 3.898 4.240
H -2.498 2.032 3.084
H -1.188 0.246 2.005
C -3.754 -2.745 0.489
C -3.359 -3.011 -0.975
C -3.799 -1.903 -1.944
C -1.916 -3.513 -1.135
C -1.859 -4.910 -1.155
C -0.719 -5.640 -1.436
C 0.437 -4.917 -1.731
C 0.482 -3.538 -1.680
C 1.806 -2.890 -2.068
C 3.037 -3.587 -1.483
C 1.917 -2.809 -3.588
C -0.692 -2.743 -1.326
N -0.529 -1.409 -1.298
C -1.376 -0.518 -0.680
C -1.400 0.834 -0.825
N -0.504 1.688 -1.506
C -0.810 3.071 -1.569
C -2.064 3.500 -2.089
C -2.379 4.856 -2.125
C -1.477 5.817 -1.709
C -0.238 5.406 -1.245
C 0.116 4.063 -1.157
C 1.468 3.729 -0.564
C 2.616 4.133 -1.492
C 1.661 4.394 0.807
C -3.044 2.534 -2.744
C -3.148 2.830 -4.244
C -4.422 2.568 -2.082
H -4.817 -2.481 0.560
H -3.177 -1.946 0.952
H -3.579 -3.648 1.081
H -3.974 -3.867 -1.263
H -3.212 -0.995 -1.860
H -4.851 -1.652 -1.759
H -3.709 -2.264 -2.973
H -2.781 -5.457 -0.964
H -0.738 -6.724 -1.467
H 1.336 -5.459 -2.015
H 1.825 -1.849 -1.674
H 3.240 -4.549 -1.969
H 2.925 -3.763 -0.410
H 3.915 -2.950 -1.628
H 1.877 -3.813 -4.030
H 2.859 -2.333 -3.890
H 1.093 -2.216 -3.993
H -2.121 -0.885 0.023
H -2.142 1.366 -0.238
H -3.341 5.168 -2.526
H -1.727 6.871 -1.760
H 0.482 6.157 -0.934
H 1.512 2.649 -0.414
H 2.576 5.209 -1.708
H 2.561 3.580 -2.429
H 3.577 3.909 -1.015
H 1.900 5.460 0.704
H 2.492 3.917 1.337
H 0.759 4.304 1.414
H -2.655 1.527 -2.647
H -3.505 3.849 -4.428
H -3.841 2.130 -4.726
H -2.168 2.721 -4.714
H -4.911 3.537 -2.226
H -4.334 2.390 -1.007
H -5.067 1.793 -2.505
Te 0.850 0.941 -2.963

Output
Orbital gap = 3.7306 eV
HOMO = 0.3 eV
Lowest unoccupied orbital energy = 3.993 eV
Total charge = -2
DFT total energy = -150095.2770 eV

=====

Molecular formula: C5H11NO
Method: DFT, ωB97M-V/def2-TZVPD

Geometry (Å):
C 1.030 0.547 -2.062
C 0.362 -0.717 -1.520
C 0.790 -1.046 -0.088
N 0.304 -0.042 0.843
C -0.797 -0.284 1.619
C -1.524 0.951 2.113
O -1.200 -1.408 1.868
H 0.708 0.763 -3.085
H 0.781 1.431 -1.460
H 2.122 0.443 -2.062
H -0.730 -0.600 -1.533
H 0.598 -1.567 -2.172
H 0.366 -1.997 0.243
H 1.883 -1.122 -0.024
H 0.515 0.920 0.627
H -2.511 0.950 1.638
H -1.018 1.889 1.864
H -1.677 0.890 3.192

Output
Orbital gap = 10.4848 eV
ΔE to the lowest compared entry with this formula, charge and spin = 10.6 kJ/mol
SMILES = CCCNC(C)=O
HOMO = -9.6 eV
Lowest unoccupied orbital energy = 0.885 eV
DFT total energy = -8901.5879 eV

=====

Molecular formula: C51H35N8STi
Method: DFT, ωB97M-V/def2-TZVPD

Geometry (Å):
Ti 0.449 0.231 0.095
C 2.128 0.832 7.755
C 3.066 0.720 6.734
C 2.649 0.545 5.423
C 1.290 0.497 5.112
C 0.360 0.597 6.138
C 0.776 0.760 7.455
C 0.889 0.386 3.682
C 0.393 1.490 3.042
C 0.296 2.786 3.633
C -0.102 3.645 2.666
C -0.301 2.875 1.468
N -0.004 1.559 1.691
C -0.884 3.416 0.310
C -1.310 2.620 -0.741
C -2.291 2.990 -1.741
C -2.446 1.938 -2.569
C -1.489 0.935 -2.179
C -1.016 -0.021 -3.016
C -1.761 -0.276 -4.277
C -2.930 -1.028 -4.259
C -3.652 -1.234 -5.429
C -3.214 -0.687 -6.626
C -2.043 0.063 -6.651
C -1.318 0.261 -5.485
C 0.260 -0.631 -2.855
N 1.027 -0.470 -1.727
C 2.216 -1.078 -1.958
C 3.042 -1.554 -0.777
C 4.212 -2.407 -1.278
C 4.437 -3.691 -0.806
C 5.570 -4.398 -1.198
C 6.488 -3.825 -2.066
C 6.264 -2.537 -2.543
C 5.137 -1.834 -2.147
C 1.771 -2.068 1.316
C 1.937 -2.853 2.463
C 1.611 -2.035 3.534
C 1.227 -0.791 3.001
N 1.302 -0.841 1.629
C 2.218 -1.639 -3.235
C 0.976 -1.355 -3.804
N -0.858 1.350 -0.990
C -0.928 4.900 0.164
C 0.285 5.585 0.045
C 0.313 6.963 -0.107
C -0.874 7.688 -0.147
C -2.083 7.020 -0.027
C -2.108 5.639 0.132
H 2.452 0.974 8.779
H 4.124 0.775 6.959
H 3.364 0.455 4.613
H -0.696 0.544 5.902
H 0.040 0.833 8.247
H 0.515 3.007 4.666
H -0.289 4.704 2.754
H -2.816 3.930 -1.776
H -3.096 1.868 -3.427
H -3.266 -1.454 -3.321
H -4.560 -1.824 -5.403
H -3.781 -0.842 -7.536
H -1.696 0.500 -7.580
H -0.406 0.846 -5.494
H 3.715 -4.131 -0.130
H 5.735 -5.402 -0.824
H 7.374 -4.372 -2.365
H 6.975 -2.080 -3.222
H 4.967 -0.826 -2.506
H 2.280 -3.875 2.480
H 1.644 -2.275 4.587
H 3.021 -2.209 -3.672
H 0.617 -1.641 -4.780
H 1.206 5.011 0.060
H 1.264 7.473 -0.200
H -0.854 8.764 -0.267
H -3.012 7.577 -0.046
H -3.056 5.129 0.252
N 4.081 1.098 1.526
C 3.439 0.572 0.421
S 2.400 1.742 -0.411
N 3.672 -0.663 0.176
N 2.064 -2.429 0.004
C 0.967 -3.065 -0.647
C -0.337 -2.672 -0.566
C -1.385 -3.514 -1.112
C -2.686 -3.229 -0.914
C -3.060 -2.066 -0.157
C -2.068 -1.247 0.261
N -0.737 -1.469 0.044
H 4.172 2.098 1.561
H 4.831 0.530 1.888
H 1.203 -3.919 -1.273
H -1.079 -4.387 -1.676
H -3.454 -3.878 -1.320
H -4.092 -1.825 0.050
H -2.303 -0.332 0.794

Output
Orbital gap (spin up / spin down) = 4.9217 / 4.9212 eV
HOMO (spin up / spin down) = -3.4 / -3.4 eV
Lowest unoccupied orbital energy (spin up / spin down) = 1.510 / 1.509 eV
Total charge = -1
DFT total energy = -99330.7785 eV